2 unconnected molecules or ions with the total composition CH8N5 in a non-equilibrium geometry, computed with ωB97M-V/def2-TZVPD.

Geometry (Å):
N: -3.24 0.01 -0.31
H: -4.03 -0.62 -0.47
H: 3.39 1.07 -0.62
N: 2.49 0.76 -0.49
H: 2.62 -0.04 1.28
H: 1.11 -1.65 1.21
C: 1.17 -1.00 0.26
H: 2.10 0.58 -1.44
N: -2.18 -0.47 0.24
H: 0.43 -0.90 -0.51
H: -3.41 1.01 -0.26
N: -1.17 0.22 0.46
H: -1.44 1.24 0.27
N: 2.16 -0.20 0.37

Summary:
net charge: +1
LUMO level: -0.152 Eh
max |F|: 5.1 eV/A
ΔE to the lowest compared entry with this formula, charge and spin: 4.648 eV
orbital gap: 9.403 eV


CH8N6 in the gas phase, computed with ωB97M-V/def2-TZVPD.

Geometry (Å):
H: 0.05 1.27 0.75
H: 0.33 2.62 -1.18
C: -0.22 0.05 -0.89
H: -1.25 -1.65 2.75
N: -0.65 -1.94 1.98
N: -0.38 0.36 -2.13
H: 1.35 0.46 0.38
N: -0.11 -0.79 1.34
H: 0.11 -2.50 2.37
N: 0.61 1.02 -0.08
H: 1.65 1.80 -1.56
H: -1.14 -1.69 -0.29
N: 1.14 2.17 -0.76
N: -0.57 -0.89 -0.04
H: -0.94 -0.31 -2.64

Summary:
LUMO level: 0.027 Eh
max |F|: 0.4 eV/A
ΔE to the lowest compared entry with this formula, charge and spin: 3.237 eV
orbital gap: 6.958 eV